A cluster of 2 separate species, C30H37N3O5 in total in a non-equilibrium geometry. Source: the OMol25 dataset; level of theory: the ωB97M-V functional and the def2-TZVPD basis.

Last column: Löwdin charge in e.
Atoms and positions in Å:
O 1.186 -0.444 4.244  0.123
O 3.270 -1.015 3.664  0.072
O 4.579 0.635 2.620  0.065
O 3.647 2.617 2.167  0.117
O 0.339 3.520 5.500  -0.029
N -4.247 -0.559 2.344  -0.083
N 2.962 2.532 6.134  -0.037
N -0.590 2.291 7.197  -0.075
C -4.991 1.627 3.224  -0.168
C 3.160 3.875 5.834  -0.007
C 5.619 -1.391 3.338  0.020
C -0.290 0.835 1.942  -0.188
C -2.174 4.208 7.604  -0.086
C 4.031 1.653 6.006  -0.035
C -3.579 -2.902 1.983  -0.169
C -1.388 1.719 2.097  0.030
C -0.505 1.342 8.321  -0.235
C -1.918 2.870 6.942  -0.230
C -0.622 -0.516 1.643  0.028
C 2.183 0.737 2.420  -0.059
C -4.640 -1.837 1.787  -0.173
C 5.443 3.424 5.166  -0.077
C 4.076 -1.416 1.374  0.017
C -0.590 -0.115 7.912  -0.082
C 1.050 1.381 1.999  0.084
C 3.493 1.422 2.341  -0.409
C 4.388 4.312 5.370  -0.054
C -2.959 -0.120 2.214  -0.096
C -1.919 -0.998 1.792  -0.136
C 4.352 -0.785 2.730  -0.523
C 5.227 2.075 5.474  -0.072
C -2.241 -2.412 1.424  -0.151
C 2.124 -0.297 3.480  -0.407
C -5.335 0.398 2.401  -0.169
C -2.669 1.264 2.347  -0.143
C -3.729 2.267 2.661  -0.154
C 1.770 2.046 6.646  -0.051
C 0.495 2.668 6.408  -0.453
H 6.471 -1.209 2.674  0.099
H 6.401 3.753 4.761  0.107
H 0.151 -1.183 1.258  0.128
H -2.645 2.134 7.309  0.111
H -1.435 4.941 7.260  0.074
H 3.954 -2.501 1.511  0.103
H -6.224 -0.108 2.794  0.122
H -3.471 -3.161 3.045  0.122
H 5.813 -0.936 4.315  0.083
H 0.194 -0.365 7.191  0.062
H -3.173 4.565 7.324  0.071
H -5.579 0.726 1.374  0.135
H -2.292 -2.477 0.323  0.126
H -2.139 4.149 8.699  0.070
H 3.844 0.619 6.311  0.135
H 5.503 -2.472 3.458  0.097
H -3.890 -3.804 1.446  0.113
H 1.188 2.400 1.642  0.140
H -5.818 2.339 3.156  0.114
H -4.844 1.368 4.282  0.121
H -4.824 -1.722 0.703  0.134
H 4.503 5.375 5.159  0.113
H 0.437 1.527 8.857  0.110
H -5.593 -2.136 2.238  0.122
H -3.987 2.803 1.732  0.128
H 2.314 4.542 5.990  0.128
H 6.005 1.334 5.321  0.103
H -3.331 3.015 3.360  0.117
H -1.211 2.796 2.075  0.133
H -2.056 2.975 5.857  0.105
H 3.181 -1.005 0.884  0.091
H -0.475 -0.735 8.805  0.072
H -1.335 1.584 9.003  0.114
H -1.566 -0.345 7.468  0.075
H -1.430 -3.072 1.753  0.119
H 1.854 1.106 7.194  0.095
H 4.956 -1.259 0.730  0.104

E_LUMO = -0.009 hartree
ΔE to the lowest compared entry with this formula, charge and spin = 0.875 eV
E = -46417.84297 eV
Net charge = 0
Orbital gap = 6.1188 eV